Density functional theory data (wB97M-V/def2-TZVPD) for an isolated ion of composition C7H14N3S and charge +1.

The geometry in XYZ format:
```
25
Properties=species:S:1:pos:R:3
S 1.81830 2.72402 -0.29606
N 0.60099 1.57953 -0.74091
N 1.02690 0.31741 -1.04166
N -0.83487 -0.39593 0.10851
C 0.27606 -0.64124 -0.67290
C 0.57960 -2.09397 -0.70946
C 2.76822 1.77131 0.90736
C -1.32061 0.85275 0.24885
C -0.97244 -1.49379 1.06019
C -0.46476 -2.69220 0.24843
C -2.13975 1.47074 -0.82526
H 2.28248 1.80008 1.87935
H -1.28641 -3.13211 -0.31421
H -1.51910 1.18444 1.26289
H 1.60519 -2.26674 -0.38212
H 3.74091 2.25266 0.96508
H -0.35886 -1.31707 1.95002
H 0.49261 -2.48868 -1.72127
H -2.01394 -1.59592 1.36305
H -2.09238 2.55681 -0.80234
H -0.04167 -3.46058 0.88893
H -3.18357 1.20157 -0.63354
H -1.88727 1.09217 -1.81439
H 2.88455 0.75572 0.54139
H 0.03984 2.01900 -1.46991
```

energy relative to the best compared isomer or geometry (same formula, charge and spin)	2.2478	eV
HOMO energy	-0.4522	hartree
total charge	+1
electronic energy	-837.25967	a.u.
LUMO energy	-4.4	eV
SMILES	C/C=[N+]1/CCC/C1=N/NSC

Here is what Löwdin gives for the atomic charges, in e: 0.918 -0.386 0.072 -0.040 -0.281 -0.065 -0.361 -0.036 -0.096 -0.119 -0.042 0.037 0.122 0.150 0.134 0.046 0.140 0.134 0.135 0.098 0.123 0.109 0.098 0.028 0.082



Density functional theory data (wB97M-V/def2-TZVPD) for C4H8BrO3Pt as an isolated structure.

The geometry in XYZ format:
```
17
Properties=species:S:1:pos:R:3
Pt 0.20314 3.09233 -2.93843
Br 0.98684 1.15475 -4.55288
O -0.12845 1.71386 -1.20108
O 0.32140 -0.34577 -0.46223
O -1.02572 0.88555 0.74235
C 1.05626 -0.67366 -1.60577
C -0.19502 0.86179 -0.35181
C -1.35576 -0.21108 1.63385
C -0.19726 -0.70180 2.57322
H -2.14292 0.14770 2.29699
H 1.76082 -1.40652 -1.21258
H 0.23807 0.18509 3.03368
H 1.79348 -0.00764 -2.05411
H -1.88724 -0.99612 1.09594
H 0.58645 -1.28886 2.09442
H -0.57767 -1.31460 3.39046
H 0.56357 -1.09505 -2.48201
```

HOMO energy (spin up / spin down)	-0.5429 / -0.5420	hartree
2S+1	3
total charge	+1
expectation value of S²	2.014
electronic energy	-3075.85099	a.u.
LUMO energy (spin up / spin down)	-6.2 / -8.5	eV

Here is what Löwdin gives for the atomic charges, in e: 0.745 0.308 -0.037 0.033 0.038 -0.091 -0.512 -0.165 -0.045 0.123 0.110 0.081 0.051 0.125 0.068 0.081 0.087



Density functional theory data (wB97M-V/def2-TZVPD) for C21H40F12NaO21P2 as an isolated structure.

The geometry in XYZ format:
```
97
Properties=species:S:1:pos:R:3
P 1.36742 7.56256 5.43806
P 0.39790 1.53627 -0.12232
Na 0.35167 6.09704 0.73159
F 0.73883 2.64134 -1.28932
F 1.48348 5.95486 5.05398
F 0.75992 7.24512 6.84698
F 1.98326 7.81950 3.96780
F -0.10051 0.38939 0.94595
F 2.87911 7.66980 6.07701
F -0.84498 2.44771 0.42180
F 1.20506 9.12797 5.70761
F 1.62272 0.61941 -0.69695
F -0.11796 7.48076 4.72384
F -0.57202 0.96424 -1.26108
F 1.52609 2.32187 0.85934
O 4.10828 -3.88929 3.22312
O 5.18361 -4.22774 -4.92531
O -2.09666 -0.58628 9.18596
O -5.61175 -0.61658 -5.84476
O -1.23577 -0.57354 -9.09300
O -8.21337 -2.68574 3.62156
O -1.56638 -1.23213 7.12104
O 6.05762 8.55812 -1.14390
O 6.76984 -5.44998 -3.79363
O -7.76495 0.02654 -5.52841
O -6.96065 -0.58423 -7.56155
O 0.20200 0.50274 -7.67974
O -5.88816 -2.64717 3.48155
O 5.16786 -6.37245 -5.14193
O -2.28688 0.84462 7.58901
O 3.99383 -5.95059 3.24261
O 2.14914 -4.69863 3.93162
O 6.28204 6.41073 -0.99688
O 4.22996 7.34282 -0.58604
O -7.24016 -0.92917 2.82295
O -0.68872 -1.35333 -6.98376
C 5.37810 9.82579 -1.02583
C 5.43000 7.39634 -0.85328
C 3.31584 -4.79693 3.47089
C -1.94367 -0.38333 7.89126
C 5.62926 -7.70619 -5.27189
C 0.29337 -1.11989 -6.00000
C 5.74110 5.08268 -1.02566
C 5.78746 -5.37635 -4.53399
C -5.17509 -0.55279 -4.43746
C -6.21617 -0.26870 2.08799
C -6.86166 -0.39203 -6.23537
C -0.60150 -0.48960 -8.04277
C -1.92377 1.36897 6.31621
C -8.08011 -0.14594 -8.33996
C 3.24652 -7.11973 3.33483
C -1.82579 -1.93275 9.73801
C 0.60539 0.36874 -6.35354
C 5.66251 -2.95151 -4.54403
C 3.72686 -2.50301 3.35488
C -8.29605 -3.92082 4.25816
C -6.98111 -2.09723 3.38126
H -0.87041 1.22232 6.07740
H 1.17704 -1.72608 -6.19937
H 6.75172 -2.95776 -4.50306
H 5.56410 -8.21115 -4.30810
H -5.49962 -0.87799 1.53717
H -6.09793 -0.55019 -3.85742
H -5.65906 0.31251 2.82278
H -4.41445 -1.28235 -4.15946
H -8.18809 0.89403 -8.03192
H 2.26673 -7.03235 2.86529
H -1.15144 -1.78501 10.58153
H -7.72676 -4.55325 3.57693
H -0.04121 1.02619 -5.77236
H 4.92110 -8.18710 -5.94667
H 5.33138 4.85084 -0.04257
H 6.65700 -7.72879 -5.63431
H -7.92510 -0.17124 -9.41858
H 3.32543 -2.13726 2.40980
H 5.25825 -2.74177 -3.55374
H -7.85891 -3.75277 5.24241
H -1.33756 -2.65855 9.08767
H -2.04247 2.45064 6.25301
H -6.55693 0.37597 1.27780
H 5.95251 10.65374 -1.44133
H -9.00652 -0.70644 -8.21455
H 4.40593 9.89366 -1.51405
H -2.56117 0.82405 5.61986
H -4.83215 0.47526 -4.32089
H 4.60340 -1.89085 3.56706
H 3.03884 -2.22459 4.15313
H 5.13085 9.89383 0.03357
H 4.99540 5.01524 -1.81782
H -0.12855 -1.24721 -5.00307
H -2.74694 -2.29707 10.19281
H -9.25252 -4.37395 4.51879
H 5.35633 -2.27832 -5.34477
H 6.53619 4.38772 -1.29579
H 1.65856 0.47931 -6.09526
H 3.19115 -7.44982 4.37218
H 3.59368 -7.98579 2.77136
```

energy relative to the best compared isomer or geometry (same formula, charge and spin)	6.7282	eV
HOMO energy	-0.3232	hartree
total charge	-1
electronic energy	-4448.08556	a.u.
LUMO energy	0.0	eV

Here is what Löwdin gives for the atomic charges, in e: 0.124 0.218 0.925 -0.224 -0.211 -0.129 -0.199 -0.172 -0.186 -0.199 -0.158 -0.186 -0.217 -0.182 -0.220 0.063 -0.027 0.007 -0.011 0.120 -0.040 0.115 -0.015 0.098 0.096 -0.013 0.071 0.115 -0.010 0.008 0.002 0.076 0.012 0.084 0.007 0.034 -0.034 -0.592 -0.635 -0.654 -0.032 -0.105 -0.015 -0.564 0.013 -0.039 -0.594 -0.523 -0.025 -0.039 -0.091 -0.005 -0.126 -0.042 0.010 -0.075 -0.543 0.101 0.126 0.092 0.095 0.098 0.085 0.099 0.096 0.095 0.096 0.082 0.099 0.135 0.095 0.104 0.099 0.089 0.104 0.102 0.097 0.091 0.097 0.092 0.092 0.091 0.085 0.098 0.093 0.092 0.101 0.098 0.100 0.137 0.086 0.090 0.094 0.095 0.130 0.097 0.086



Density functional theory data (wB97M-V/def2-TZVPD) for one molecule with the formula C4H7NO.

The geometry in XYZ format:
```
13
Properties=species:S:1:pos:R:3
O -0.05855 -1.67295 1.39270
N 0.59730 -0.16838 -0.17902
C 0.65346 1.21898 -0.50952
C -0.34022 -0.94089 0.46731
C 1.73762 0.53375 0.29753
C -1.71055 -0.84869 -0.16625
H 0.04463 1.95627 0.01067
H 0.74171 1.40523 -1.57738
H -1.64046 -0.55562 -1.21615
H -2.20145 -1.81773 -0.08281
H 2.68983 0.29870 -0.17209
H -2.31838 -0.10488 0.35817
H 1.80506 0.69622 1.37683
```

energy relative to the best compared isomer or geometry (same formula, charge and spin)	1.6406	eV
HOMO energy	-0.3539	hartree
total charge	0
electronic energy	-286.57136	a.u.
LUMO energy	1.0	eV
SMILES	CC(=O)N1CC1

Here is what Löwdin gives for the atomic charges, in e: 0.072 -0.063 -0.100 -0.508 -0.085 0.000 0.109 0.105 0.080 0.083 0.105 0.086 0.117